No. 1
ORCA calculation (the ωB97M-V functional and the def2-TZVPD basis) on a structure of composition C20H18O20V4.

The LUMO energy comes out at -3.945 eV. The value obtained for the orbital gap is 3.0 eV.

Geometry as ORCA input:
```
! wB97M-V def2-TZVPD RIJCOSX def2/J DEFGRID3
* xyz 0 1
O -32.427 25.913 2.671
V -33.191 27.080 1.934
O -34.124 27.965 2.908
O -39.048 21.715 -1.023
V -38.242 22.869 -0.320
O -37.833 22.415 1.080
O -33.854 31.367 -4.584
V -33.898 31.099 -2.971
O -35.170 31.654 -2.234
O -32.212 26.104 -5.379
V -31.989 25.878 -3.822
O -32.244 24.306 -3.384
C -30.620 28.929 -0.991
O -30.741 27.781 -0.758
O -30.776 29.134 -2.205
O -31.476 29.551 -0.395
C -35.998 26.563 -1.893
O -35.833 26.185 -0.761
O -36.818 25.854 -2.500
O -35.221 27.232 -2.515
C -37.018 21.118 -8.846
C -37.813 20.337 -9.721
C -39.122 20.038 -9.425
C -39.655 20.527 -8.260
C -38.893 21.385 -7.417
C -37.615 21.614 -7.703
O -36.796 22.239 -6.843
O -39.856 19.093 -10.150
H -35.970 21.342 -8.977
H -37.356 19.937 -10.614
H -40.599 20.153 -7.891
H -39.264 21.714 -6.457
H -37.334 23.009 -6.646
H -40.759 19.034 -9.830
C -41.245 30.922 -8.876
C -40.681 30.716 -7.616
C -39.607 29.855 -7.465
C -39.116 29.086 -8.485
C -39.656 29.268 -9.762
C -40.740 30.170 -9.915
O -41.375 30.190 -11.050
O -39.094 29.731 -6.179
H -42.141 31.507 -9.024
H -41.077 31.325 -6.816
H -38.304 28.411 -8.258
H -39.249 28.543 -10.451
H -40.914 29.563 -11.613
H -38.632 28.931 -5.917
C -33.513 18.222 -2.195
C -32.710 17.155 -1.721
C -32.420 17.041 -0.396
C -32.809 18.015 0.513
C -33.441 19.117 0.017
C -33.870 19.210 -1.277
O -34.616 20.311 -1.686
O -31.502 16.116 0.043
H -33.788 18.346 -3.232
H -32.289 16.457 -2.429
H -32.592 17.984 1.570
H -33.598 19.923 0.719
H -34.655 20.410 -2.640
H -31.324 16.192 0.983
*
```


No. 2
ORCA calculation (the ωB97M-V functional and the def2-TZVPD basis) on a structure of composition C20H19Br2IN2SiZr.

The LUMO energy comes out at -7.642 eV. For the relative energy (zero: lowest compared OMol25 entry of this formula, charge and spin), the calculation gives 3.9 kJ/mol. The value obtained for the orbital gap is 6.5 eV.

Geometry as ORCA input:
```
! wB97M-V def2-TZVPD RIJCOSX def2/J DEFGRID3
* xyz 2 1
Zr -1.449 0.244 0.456
Br -3.687 -0.228 2.418
C -4.489 -1.258 0.994
Br -3.900 -0.538 -0.730
H -5.567 -1.162 1.042
H -4.139 -2.281 1.053
N 4.022 1.059 -7.921
C 3.378 1.006 -6.972
C 2.575 0.942 -5.783
C 2.606 -0.207 -4.991
C 1.837 -0.268 -3.849
C 1.031 0.823 -3.495
C 1.002 1.973 -4.295
C 1.773 2.031 -5.436
C 0.248 0.758 -2.320
C -0.435 0.701 -1.297
H 3.232 -1.039 -5.280
H 1.850 -1.151 -3.226
H 0.376 2.810 -4.015
H 1.762 2.910 -6.065
I 0.188 1.563 2.638
C -1.140 3.002 1.878
C -1.126 4.332 2.219
C -2.078 5.149 1.619
C -2.983 4.605 0.718
C -2.917 3.256 0.440
N -2.005 2.455 1.018
H -0.406 4.722 2.924
H -2.107 6.205 1.855
H -3.731 5.219 0.237
H -3.602 2.788 -0.256
C 2.114 -2.016 3.888
Si 1.234 -3.318 2.878
C 2.356 -4.191 1.685
C 0.203 -4.463 3.914
C 0.020 -2.293 1.839
C -0.747 -1.605 1.165
H 2.866 -2.479 4.530
H 1.419 -1.480 4.539
H 2.633 -1.299 3.248
H 3.082 -4.793 2.235
H 2.912 -3.487 1.063
H 1.797 -4.862 1.031
H 0.853 -5.071 4.548
H -0.381 -5.145 3.294
H -0.480 -3.918 4.567
*
```


No. 3
ORCA calculation (the ωB97M-V functional and the def2-TZVPD basis) on an isolated molecule of C20H19BrN2O4.

The LUMO energy comes out at -0.240 eV. For the relative energy (zero: lowest compared OMol25 entry of this formula, charge and spin), the calculation gives 9.0 kJ/mol. The value obtained for the orbital gap is 8.0 eV.

Geometry as ORCA input:
```
! wB97M-V def2-TZVPD RIJCOSX def2/J DEFGRID3
* xyz 0 1
C -4.478 -2.140 -0.534
O -3.199 -1.823 -1.040
C -2.827 -0.518 -1.093
C -3.556 0.551 -0.600
C -3.077 1.850 -0.710
C -1.873 2.108 -1.334
C -1.271 3.488 -1.363
C -0.540 3.780 -0.030
N 0.013 2.559 0.515
C -0.564 1.991 1.610
O -1.138 2.636 2.459
C -0.545 0.490 1.619
C -1.698 -0.090 2.027
C -1.967 -1.507 1.873
O -2.984 -2.074 2.219
N -0.959 -2.202 1.233
C 0.246 -1.688 0.865
C 1.221 -2.509 0.287
C 2.458 -2.005 -0.036
C 2.741 -0.669 0.238
Br 4.470 0.018 -0.183
C 1.799 0.168 0.792
C 0.520 -0.319 1.084
C -1.136 1.034 -1.839
C -1.586 -0.267 -1.719
O -0.906 -1.372 -2.149
C 0.269 -1.183 -2.895
H -5.263 -1.593 -1.065
H -4.600 -3.207 -0.708
H -4.542 -1.942 0.539
H -4.500 0.381 -0.109
H -3.656 2.662 -0.299
H -2.042 4.243 -1.515
H -0.558 3.555 -2.186
H -1.232 4.168 0.721
H 0.256 4.513 -0.186
H 0.380 1.928 -0.184
H -2.487 0.514 2.446
H -1.156 -3.173 1.020
H 0.993 -3.548 0.101
H 3.210 -2.635 -0.484
H 2.052 1.191 1.025
H -0.202 1.235 -2.343
H 0.598 -2.180 -3.183
H 0.084 -0.591 -3.797
H 1.056 -0.705 -2.302
*
```


No. 4
ORCA calculation (the ωB97M-V functional and the def2-TZVPD basis) on a structure of composition C20H19CeF5N4OSSe.

The LUMO energy (alpha / beta) comes out at -8.728 / -8.735 eV. The value obtained for the orbital gap (alpha / beta) is 5.2 / 5.2 eV.

Geometry as ORCA input:
```
! wB97M-V def2-TZVPD RIJCOSX def2/J DEFGRID3
* xyz 2 1
Ce -0.026 0.727 0.529
O 1.507 -0.804 0.309
C 2.243 -1.668 1.044
C 3.086 -2.510 0.368
C 4.127 -3.175 1.059
C 4.321 -2.926 2.403
C 3.362 -2.193 3.142
C 2.224 -1.614 2.490
C 1.086 -1.104 3.160
N -0.026 -0.419 2.659
C -0.740 0.019 3.788
C -0.091 -0.408 4.934
N 0.938 -1.227 4.502
H 2.904 -2.660 -0.700
H 4.760 -3.903 0.583
H 5.226 -3.307 2.904
H 3.608 -2.072 4.172
H -1.711 0.474 3.756
H -0.318 -0.258 5.987
H 1.593 -1.686 5.131
C -1.055 -3.012 -2.787
N -2.074 -2.470 -1.877
C -2.591 -3.347 -0.857
C -2.250 -1.092 -1.789
S -2.559 -0.295 -0.232
N -2.250 -0.358 -2.906
C -2.114 1.125 -2.873
C -2.570 -0.855 -4.208
H -0.335 -3.671 -2.293
H -0.446 -2.228 -3.249
H -1.425 -3.600 -3.633
H -3.135 -4.143 -1.456
H -3.275 -2.780 -0.227
H -1.801 -3.781 -0.241
H -1.091 1.390 -2.896
H -2.510 1.557 -1.937
H -2.629 1.525 -3.760
H -3.412 -1.584 -4.184
H -1.675 -1.329 -4.651
H -2.799 -0.006 -4.878
F -0.971 6.924 -1.662
C -0.350 6.042 -0.842
C 1.071 6.030 -0.719
F 1.803 6.966 -1.379
C 1.685 5.029 0.035
F 3.046 4.972 0.012
C 0.957 3.965 0.612
Se 1.970 2.496 1.438
C -0.453 4.053 0.575
F -1.171 2.974 1.052
C -1.148 5.074 -0.181
F -2.518 5.144 -0.229
*
```